Entry 1:
Here is a gas-phase ion, C30H34N3 (charge +1) at a distorted geometry from the OMol25 dataset. Energies are from ωB97M-V/def2-TZVPD.

XYZ file:
```
67
C30H34N3 ωB97M-V/def2-TZVPD
C -5.6806 4.8560 0.7411
C 0.9832 -0.7568 1.4522
C 0.5497 -0.9268 -1.0895
H 3.5337 -1.1244 0.5296
H 0.9609 -2.2532 -5.0927
C -4.1274 3.6926 2.7776
C 3.2451 -1.3232 -1.6143
H 2.5394 -1.2484 -6.7074
C 2.3291 -1.4123 -2.6946
H -0.4909 -0.6537 -0.9262
H 1.6631 -0.0456 1.9275
C -3.0153 0.9722 1.6461
H 5.9356 1.6129 -4.4786
H 2.4717 -4.2496 5.9892
H 2.5174 -2.9881 -5.6088
C 3.4990 -0.7766 -4.8015
H 0.2139 -1.2331 -3.1823
C 1.4349 -0.9899 -0.0024
H -1.9708 2.7100 2.4403
H -5.3069 0.3520 0.1555
C -0.6442 1.0487 2.1853
H 3.5393 0.6524 -7.9245
C 4.7545 1.3037 -6.2738
C -5.1233 5.6610 1.7443
H 1.4659 -4.0091 3.8424
C 2.8040 -1.1541 -0.2964
H 0.3730 -2.6645 1.9250
N 2.7097 -1.6385 -4.0385
C 1.9342 -2.6407 -4.7523
H -6.2958 5.2883 -0.0546
C 0.9631 -1.2256 -2.3889
H -0.0396 -1.9735 3.9770
H -3.5863 -0.8257 0.5441
H -5.8971 2.8423 -0.0204
H -5.2576 6.7381 1.7160
H 1.7741 -3.4904 -4.0798
H 4.8266 -0.1847 -3.1844
H 2.3584 -2.5214 6.3673
H -1.3937 -1.8703 0.6060
H 2.8879 -2.9502 3.9736
N -4.2879 1.5175 1.6046
C 3.2476 -0.6037 -6.1880
C 5.1469 1.0187 -4.9540
H 4.3140 -1.4075 -1.7949
H 5.1646 2.1660 -6.8057
H 1.3977 -0.9406 4.0059
C -4.5907 2.8907 1.7099
C 1.8895 -3.3388 5.8100
C 1.8475 -3.0918 4.3122
N 1.1150 -2.0347 2.2444
C -5.3704 0.6261 1.2244
H -6.3265 1.1288 1.4143
C -0.4281 -0.2121 1.6165
C -1.5365 -0.8985 1.0930
C 3.8197 0.4568 -6.8866
H -4.0460 5.6804 3.6312
C -5.4506 3.4810 0.7506
C -1.8885 1.6685 2.1298
H 1.9873 -2.5270 2.0073
C -4.4061 5.0700 2.7930
C 4.5257 -0.0037 -4.2192
C -2.7873 -0.3090 1.0788
C 1.0291 -1.9359 3.7642
H -5.3485 -0.2888 1.8409
H 0.1958 1.5665 2.6560
H 0.9007 -3.5212 6.2344
H -3.5519 3.2427 3.5992
```

The value obtained for the LUMO energy is -2.39 eV. The energy above the lowest of the compared OMol25 structures with the same formula, charge and spin is 9.1 kcal per mole. As for the total energy: -1327.59055 a.u. Its net charge is +1. The value obtained for the HOMO energy is -9.74 eV.

Entry 2:
Here is a molecular structure, C30H34N3O7PPt at a distorted geometry from the OMol25 dataset. Energies are from ωB97M-V/def2-TZVPD.

XYZ file:
```
76
C30H34N3O7PPt ωB97M-V/def2-TZVPD
N 4.7133 -4.9123 0.7741
H -2.8143 3.5736 2.0090
H 4.5966 2.1283 0.3512
C 5.8148 -3.1359 1.8295
C 2.9377 -0.3556 -2.5515
N 1.3651 -1.5094 1.7602
O 3.1951 0.0428 -1.1929
C 6.4628 -2.7580 3.0082
C 3.0123 -4.3287 -0.7582
H 1.5891 -3.6124 -2.2085
O -0.6143 1.8269 0.7070
H 3.0019 -2.1865 4.6006
H 1.9190 -0.0687 -2.8294
H -1.1014 3.9306 1.6969
H 7.3495 2.6482 1.9033
H 7.4988 1.4389 0.6002
C 1.7259 -1.4569 3.0145
C 3.6287 -4.1217 0.4707
N 5.5256 -4.5186 1.6941
C 4.5495 1.8351 2.5012
C -2.4661 -0.4432 1.0971
C -4.3567 -1.1798 2.4452
H 3.3153 4.3957 0.1349
O -1.6783 -0.7509 0.1459
C -1.7937 3.2236 2.1451
H 5.8768 -0.1539 0.2156
H -5.0890 -1.9385 2.6839
C 2.0135 -2.3432 0.9202
O 2.8421 1.2086 0.9600
O 2.3747 2.3431 -1.2725
H 4.0896 1.1457 3.2042
H 6.6548 -3.5131 3.7552
C 1.5521 -2.4127 -0.4534
C 6.9327 1.7304 1.4921
C -4.3355 0.0205 3.1853
C 1.6617 3.5571 -0.9616
H -1.5973 3.1713 3.2134
H 4.9738 -0.0358 -3.1760
H 4.2084 -3.7605 3.1048
H 3.2961 4.8319 -1.5756
H 3.9153 1.3616 -3.4054
C -3.4131 0.9740 2.8642
C 2.6719 4.6585 -0.7007
C -3.4697 -1.4021 1.4373
H -5.0393 0.1825 3.9859
Pt 0.1352 0.1458 -0.1536
C 2.7600 -2.2443 3.5499
H 5.8821 1.9024 1.2145
H -3.4032 1.8951 3.4234
C 5.6040 -2.1747 0.8321
H 1.0175 3.4038 -0.1101
C -1.5859 1.8683 1.5103
H 2.9909 -1.4464 -2.5582
C 2.0135 -3.4784 -1.2254
O 7.0438 0.7611 2.5044
C -2.4573 0.7872 1.8276
C 3.4225 -3.1050 2.7164
H 2.1562 5.5848 -0.4563
H 7.3357 -1.1559 4.1256
H 4.1633 2.8370 2.6901
C 6.6315 -0.5006 2.2124
P 2.1512 0.9716 -0.4441
C 6.8474 -1.4587 3.2112
H 3.3810 -5.1336 -1.3760
H -3.4733 -2.3191 0.8658
C 6.0276 -0.8707 1.0140
H 5.1435 -2.4520 -0.1019
H 1.0300 3.7852 -1.8262
C 4.2614 1.3899 1.0906
H 1.1751 -0.7739 3.6474
C 3.9710 0.2775 -3.4589
O 0.7106 -1.5679 -0.9950
H 3.7940 -0.0300 -4.4857
H 4.7368 0.4376 0.8740
H 5.6248 1.8340 2.6778
C 3.0679 -3.1747 1.3621
```

The value obtained for the LUMO energy (spin up / spin down) is -0.30 / -0.31 eV. The energy above the lowest of the compared OMol25 structures with the same formula, charge and spin is 66.9 kcal per mole. As for the total energy: -2315.13586 a.u. Its net charge is 0. The value obtained for the HOMO energy (spin up / spin down) is -6.88 / -6.88 eV.

Entry 3:
Here is C30H34N4O5 in the gas phase at a distorted geometry from the OMol25 dataset. Energies are from ωB97M-V/def2-TZVPD.

XYZ file:
```
73
C30H34N4O5 ωB97M-V/def2-TZVPD
C 3.7076 1.7951 1.6201
C -2.2692 2.4001 -2.3918
C 3.2392 3.1598 1.0673
H 5.8464 -3.2822 -0.2856
C 4.9438 -2.8621 -2.1724
C -4.1251 1.9349 -0.7636
O -2.0450 2.8966 -3.4754
C -1.3510 -1.3778 -1.6080
O -4.4777 -2.3759 -0.1044
C -3.1979 -1.9222 -0.1592
H 4.7523 4.5140 1.8178
C 4.9953 -2.8480 -0.7910
C -6.8127 1.0615 1.5772
H 6.5900 3.3321 0.7127
C 2.2248 -0.1079 1.2078
O -4.4283 0.9643 1.1273
C 3.8354 -2.3437 -2.8147
H 0.0463 1.5304 -3.1789
C 2.8101 -1.7869 -2.0722
H 2.7617 2.9999 0.0994
H 1.9445 -1.4046 -2.5898
C -1.2702 1.6957 -1.5708
N -3.5538 2.4625 -1.8919
H 5.6370 2.0851 2.5622
C -1.1525 -1.0638 0.7634
H -6.2901 2.4280 -1.0875
C -5.6424 1.3620 0.7173
H 5.6589 0.8720 1.2762
H 3.1168 -2.6158 1.9164
H -4.2019 2.9274 -2.5179
H -4.5529 -3.2221 1.7805
C 3.9734 -2.2949 -0.0298
C 0.9902 0.6016 -1.4588
H 2.5166 3.6381 1.7259
H -3.2315 -2.1520 -2.2791
H -1.5245 1.5106 -0.5397
C 4.5081 3.9943 0.8896
H -7.0512 -3.0721 1.8678
H 3.7630 -2.3730 -3.8914
C -0.6059 -0.9661 -0.5081
H -7.5722 1.8285 1.4543
H -2.8345 -1.5981 1.9410
H 4.4057 4.7339 0.0975
H -0.9252 -1.3251 -2.5989
C 2.8775 -1.7211 -0.6867
O 1.7109 -0.1025 2.3101
H -5.1109 -1.5317 1.6723
C 5.2462 1.8347 1.5754
H 1.2529 -1.9245 0.6674
H -0.5772 -0.7459 1.6202
C 4.0721 -2.3565 1.4651
H 5.4650 2.5906 -0.4360
H -6.5018 1.0152 2.6178
O 2.1224 1.0331 -1.6308
H 3.4181 0.7377 -0.1798
C -5.5223 1.9907 -0.4856
H -7.2445 0.0993 1.3031
C -2.6364 -1.8408 -1.4352
H -7.0517 -2.3018 0.2698
H 4.8081 -3.1015 1.7600
N 0.7116 -0.4644 -0.6722
H -6.5038 -3.9667 0.4414
C 5.5779 2.9501 0.5876
H 4.3797 -1.3974 1.8788
C -0.1459 1.2699 -2.1442
H 5.7551 -3.2917 -2.7410
C 1.7544 -1.1130 0.1255
H 3.3360 1.6167 2.6325
C -6.5228 -2.9925 0.9218
C -5.1026 -2.5021 1.1588
C -2.4360 -1.5452 0.9414
N 3.2082 0.7049 0.8126
N -3.4915 1.3224 0.2089
```

The value obtained for the LUMO energy is 0.04 eV. The energy above the lowest of the compared OMol25 structures with the same formula, charge and spin is 21.1 kcal per mole. As for the total energy: -1758.80882 a.u. Its net charge is 0. The value obtained for the HOMO energy is -8.22 eV.